[1]
C6H11IN2Si | ωB97M-V/def2-TZVPD

Total charge   0
Relative energy (zero: lowest compared OMol25 entry of this formula, charge and spin)   36.8 kcal/mol
Lowest unoccupied orbital energy   0.6 eV
Highest occupied orbital energy   -8.522 eV
2S+1   1

```
21
Properties=species:S:1:pos:R:3:forces:R:3
C 0.3711 1.9723 0.2919 -0.6 -1.6 2.6
Si 0.2879 0.0587 0.3656 0.9 0.5 -0.2
C 2.0016 -0.8395 0.1776 -1.4 1.7 3.3
C -0.7381 -0.3618 1.8758 0.0 0.5 1.5
C -0.6355 -0.6761 -1.0614 -1.0 1.0 -5.2
N -1.5356 -1.6183 -1.1354 0.6 1.0 1.7
N -2.1281 -1.6804 -2.3137 -0.2 -1.7 -1.1
C -1.5021 -0.8892 -3.2841 -1.2 0.0 1.5
C -0.5939 -0.0868 -2.7172 0.2 -1.7 3.7
I 0.5679 1.2286 -3.7799 0.1 0.2 0.3
H 1.0141 2.2178 -0.4745 1.3 1.0 -1.8
H -0.6297 2.3609 0.1669 -0.2 0.2 -0.2
H 0.7624 2.3638 1.2764 -0.3 -0.5 -1.0
H 2.2169 -0.7967 1.3073 0.4 -0.5 -1.4
H 1.7347 -1.8259 -0.0883 0.1 -1.2 -0.3
H 2.8403 -0.4392 -0.3576 0.1 0.3 -0.4
H -1.5363 0.4658 2.0869 2.0 -1.0 0.3
H -1.4226 -1.0976 1.5736 -0.8 -1.6 -0.7
H -0.1908 -0.8759 2.7633 -1.0 1.6 -1.2
H -2.6975 -2.5600 -2.4631 1.1 1.8 -0.1
H -2.0316 -0.7512 -4.1820 -0.1 -0.2 -1.3
```
Positions in Å, forces in eV/Å.



[2]
C4H8N2O2 | ωB97M-V/def2-TZVPD

Total charge   0
Relative energy (zero: lowest compared OMol25 entry of this formula, charge and spin)   110.3 kcal/mol
Lowest unoccupied orbital energy   0.9 eV
Highest occupied orbital energy   -8.623 eV
2S+1   1

```
16
Properties=species:S:1:pos:R:3:forces:R:3
H 1.6200 1.2876 2.1598 -0.1 0.0 -0.2
N 0.8908 0.6026 1.9638 -0.6 0.4 0.7
C 0.6945 0.3806 0.7351 1.6 -1.9 -2.1
N 1.4989 0.7907 -0.2997 1.0 1.7 0.4
O 1.4287 0.5688 -1.6869 -0.4 -0.2 0.1
C -0.0858 -0.7933 0.2262 -1.6 -0.3 1.3
C -0.0717 -1.9780 0.8284 -0.2 0.6 -0.2
O -0.8846 -0.5687 -0.8843 0.5 -0.6 -0.1
C -1.7559 0.5373 -0.8132 -0.5 0.6 0.0
H 2.1993 1.5028 -0.1285 -0.3 -0.1 -0.1
H 0.5949 0.0909 -1.8596 0.1 0.1 0.3
H 0.5995 -2.1635 1.6464 0.1 0.1 0.2
H -0.7787 -2.7421 0.5550 0.1 -0.2 -0.3
H -2.0698 0.7496 -1.8416 0.0 -0.1 0.3
H -2.6318 0.3089 -0.1860 0.3 0.1 -0.2
H -1.2483 1.4258 -0.4148 -0.1 -0.1 0.0
```
Positions in Å, forces in eV/Å.



[3]
C11H14N2NiO2 | ωB97M-V/def2-TZVPD

Total charge   -2
Lowest unoccupied orbital energy (spin up / spin down)   6.3 / 6.2 eV
Highest occupied orbital energy (spin up / spin down)   2.404 / 0.964 eV
2S+1   3

```
30
Properties=species:S:1:pos:R:3:forces:R:3
C -1.0903 -1.0774 -2.8549 -1.2 -1.0 -1.9
C -1.2762 0.3321 -2.7098 -2.1 0.3 -2.1
C -1.7436 0.5879 -1.3960 -2.3 0.3 0.3
C -1.7981 -0.6363 -0.6974 -2.4 -0.3 0.0
C -1.3423 -1.6771 -1.5753 -2.9 -1.2 -0.5
Ni 0.0335 -0.4252 -1.4745 2.3 0.9 3.7
N 0.8605 -1.8125 -0.3370 1.8 -1.3 -1.7
C 1.6770 0.1243 -1.5822 4.9 3.0 -1.6
C 0.9784 1.3929 -1.5727 2.0 0.4 0.6
H -2.1795 1.5314 -1.0239 0.8 -0.5 -0.2
H -1.2772 1.0716 -3.5266 0.4 -0.4 0.5
H -2.2698 -0.8093 0.2759 0.8 0.2 -0.5
H -1.3338 -2.7406 -1.3254 0.2 0.5 -0.1
H -0.8260 -1.6129 -3.7743 0.0 0.3 0.3
H 0.8516 1.9849 -2.5355 -0.3 -0.9 1.3
H 2.5231 0.1370 -0.8218 -1.3 -1.0 -0.6
H 1.3703 -2.2681 -1.2039 -0.7 0.5 1.7
H 1.0985 1.9547 -0.5656 -0.5 -0.7 -2.1
H 1.8923 -0.3665 -2.5841 0.6 0.8 1.0
O -1.0280 -1.5970 1.9239 0.0 0.2 0.5
C -0.3768 -0.5809 2.1468 0.1 0.2 -0.5
C 0.1098 -0.2405 3.5537 -0.1 -0.3 0.4
C 0.8661 1.0371 3.3727 0.3 0.1 0.7
C 0.7165 1.3518 1.9027 -0.6 -1.0 -0.8
O 1.2269 2.3543 1.3986 0.1 0.4 0.3
N -0.0005 0.3867 1.2634 0.2 0.7 0.9
H -0.7561 -0.1108 4.2026 -0.1 -0.2 0.1
H 0.7265 -1.0519 3.9340 -0.1 -0.2 0.1
H 0.4499 1.8414 3.9701 0.1 0.4 0.1
H 1.9174 0.9187 3.6166 0.3 0.2 0.0
```
Positions in Å, forces in eV/Å.



[4]
C24H33O6Sm | ωB97M-V/def2-TZVPD

Total charge   -2
Lowest unoccupied orbital energy (spin up / spin down)   4.2 / 4.2 eV
Highest occupied orbital energy (spin up / spin down)   2.319 / 2.321 eV
2S+1   6

```
64
Properties=species:S:1:pos:R:3:forces:R:3
C 2.6095 2.2389 -0.7553 0.6 0.5 -0.7
C 1.1714 2.4824 -0.2426 -0.2 0.4 0.4
C 3.0571 0.9001 -0.1320 0.1 0.0 0.0
C 2.1792 0.7366 1.1103 -0.5 -0.5 0.5
H 4.1204 0.9052 0.0959 0.0 0.0 0.0
H 2.8622 0.0877 -0.8362 0.0 0.0 0.0
C 0.8069 1.2767 0.6238 0.6 0.8 -0.7
H 0.4805 2.6116 -1.0724 -0.1 0.0 -0.2
H 1.1396 3.3945 0.3652 0.1 0.0 -0.1
C 0.0334 0.2528 -0.1841 1.1 1.5 -0.5
H 0.1926 1.5696 1.4787 -0.1 -0.1 -0.1
H 2.5340 1.4760 1.8441 0.1 0.2 0.0
C 2.1552 -0.5944 1.7585 0.1 0.6 0.0
C 2.6872 2.0530 -2.2655 -2.1 -0.3 0.0
C 3.5333 3.3814 -0.2744 0.9 -1.4 1.3
O 4.3688 3.2094 0.6026 -1.1 0.7 -1.4
O 1.7297 1.7782 -2.9855 1.7 0.4 0.6
O 3.9470 2.1476 -2.7052 0.5 0.0 -0.5
O 3.3647 4.6261 -0.7582 0.0 0.5 -0.2
C 2.5094 4.9358 -1.8633 0.0 -0.3 0.2
H 1.5192 4.4802 -1.7718 0.2 0.0 0.0
H 2.9749 4.6305 -2.8047 0.0 0.0 0.1
H 2.4057 6.0181 -1.8516 0.0 0.0 0.0
C 4.1515 1.8758 -4.0940 -0.1 -0.1 0.1
H 3.8543 0.8524 -4.3367 0.0 0.1 0.1
H 5.2173 2.0109 -4.2670 0.0 0.0 0.0
H 3.5755 2.5670 -4.7146 0.0 -0.1 0.1
O -0.5644 -0.5745 0.6399 1.8 0.0 1.1
H 0.6931 -0.2927 -0.8656 0.4 0.1 -0.5
H -0.6876 0.7930 -0.8209 -0.1 0.2 -0.2
C 2.1450 -0.6378 3.2277 0.0 0.0 -0.5
C 2.3526 -1.8257 0.9832 -0.2 0.2 0.2
H 3.3393 -1.8671 0.4933 0.6 -0.5 -0.4
H 1.6102 -1.9565 0.1845 -0.1 -0.3 -0.3
H 2.2681 -2.7159 1.6225 0.1 0.1 0.0
H 1.5756 -1.4987 3.5993 -0.1 -0.1 0.3
H 1.7127 0.2666 3.6713 -0.1 0.0 0.1
H 3.1638 -0.7324 3.6411 0.6 -0.1 0.9
Sm -2.2001 -1.6578 0.6845 0.8 -0.7 2.3
C -3.9452 -1.4205 2.4735 -1.3 4.0 0.0
C -2.9202 -0.4820 2.7235 -2.3 0.8 -0.2
C -2.9320 0.4885 1.6799 -0.6 0.4 0.2
H -2.2494 -0.5291 3.5394 0.7 0.1 0.7
C -3.9008 0.1050 0.7023 -1.0 0.3 2.2
C -4.5817 -1.0393 1.1801 0.2 2.9 2.8
H -5.3356 -1.6129 0.6910 -0.4 0.3 -0.3
H -4.1508 -2.3157 3.0106 -0.1 0.3 1.0
H -2.2568 1.3077 1.5913 0.4 0.3 -0.1
H -4.1192 0.6121 -0.1974 -0.1 0.5 -0.8
C -1.8957 -3.6342 -0.7391 -1.3 0.6 -1.8
C -3.2844 -3.2812 -0.7597 0.8 -0.5 -3.8
C -3.4149 -1.9980 -1.3970 1.1 -2.1 -0.9
H -4.0702 -3.8582 -0.3417 -0.1 -0.6 -1.3
C -2.1083 -1.5615 -1.7584 0.6 -1.9 -0.7
C -1.1753 -2.5832 -1.3656 -1.1 0.5 -1.3
H -0.1140 -2.5300 -1.4598 0.5 0.1 0.0
H -1.4830 -4.4959 -0.2851 0.3 -0.7 0.4
H -4.3176 -1.4766 -1.5640 -0.7 0.4 -0.1
H -1.8646 -0.6348 -2.2200 0.2 0.5 -0.2
C -4.9272 -3.6710 1.5074 1.8 0.4 -0.4
O -3.7856 -2.9185 1.1777 -2.6 -7.3 2.7
H -5.6718 -3.7121 0.7211 0.0 -0.4 -1.0
H -5.5850 -3.3394 2.3146 0.5 0.5 0.7
H -4.4995 -4.6238 1.7505 -0.7 -1.2 0.2
```
Positions in Å, forces in eV/Å.